Computed, not measured: a structure of composition C45H49GeI2N6O6Ti in a non-equilibrium geometry, with the ωB97M-V functional and the def2-TZVPD basis.

Computed properties:
Calculated total energy (Ha): -6046.15504
Spin multiplicity: 2
ΔE to the lowest compared entry with this formula, charge and spin (kJ/mol): 102.5
Highest occupied orbital energy (spin up / spin down) (eV): -6.7 / -7.9
⟨S²⟩: 0.75

Atoms and positions in Å:
Ti: -0.58 -0.58 1.59
I: 3.29 6.22 3.25
C: 2.24 4.44 2.90
C: 1.08 4.17 3.60
C: 0.42 2.98 3.35
I: -1.37 2.67 4.42
C: 0.86 2.02 2.42
O: 0.17 0.91 2.17
C: 2.05 2.34 1.72
C: 2.62 1.42 0.65
N: 2.70 0.05 1.07
C: 3.92 -0.39 1.69
C: 4.07 0.06 3.14
C: 5.34 0.26 3.67
C: 5.48 0.67 4.99
C: 4.34 0.88 5.74
C: 3.12 0.65 5.15
N: 2.97 0.24 3.88
C: 2.71 3.53 1.97
H: 0.69 4.88 4.32
H: 3.61 1.81 0.38
H: 1.98 1.49 -0.23
H: 2.34 -0.60 0.39
H: 3.93 -1.48 1.68
H: 4.82 -0.05 1.15
H: 6.21 0.10 3.05
H: 6.47 0.83 5.41
H: 4.40 1.23 6.77
H: 2.20 0.80 5.71
H: 3.62 3.74 1.43
N: -2.56 0.69 1.15
C: -2.96 1.15 -0.21
C: -3.09 2.66 -0.32
C: -1.87 3.50 0.03
N: -0.64 2.91 -0.50
H: -3.21 -0.03 1.44
H: -2.68 1.45 1.80
H: -3.94 0.73 -0.45
H: -2.26 0.77 -0.94
H: -3.93 2.98 0.31
H: -3.37 2.89 -1.36
H: -1.77 3.57 1.12
H: -2.04 4.52 -0.33
H: -0.73 2.73 -1.50
H: 0.14 3.55 -0.38
O: -1.71 -1.73 0.41
C: -0.88 -1.57 -0.55
O: -0.05 -0.62 -0.50
C: -0.88 -2.55 -1.69
C: 0.08 -2.25 -2.84
Ge: -0.48 -0.91 -4.16
C: 0.01 0.92 -3.66
C: -0.81 2.04 -3.77
C: -0.31 3.32 -3.56
C: 1.03 3.50 -3.23
C: 1.86 2.39 -3.10
C: 1.35 1.11 -3.31
C: -2.35 -1.28 -4.60
C: -2.73 -2.63 -4.62
C: -4.02 -3.01 -4.99
C: -4.95 -2.05 -5.36
C: -4.59 -0.71 -5.35
C: -3.30 -0.33 -4.98
C: 0.57 -1.27 -5.78
C: 1.26 -0.27 -6.46
C: 1.99 -0.56 -7.61
C: 2.03 -1.85 -8.10
C: 1.34 -2.86 -7.44
C: 0.61 -2.57 -6.30
H: -1.92 -2.62 -2.01
H: -0.64 -3.52 -1.24
H: 0.28 -3.17 -3.41
H: 1.04 -1.92 -2.44
H: -1.86 1.92 -4.01
H: -0.97 4.18 -3.66
H: 1.42 4.49 -3.07
H: 2.90 2.52 -2.83
H: 2.01 0.26 -3.21
H: -2.02 -3.40 -4.33
H: -4.29 -4.06 -5.00
H: -5.95 -2.34 -5.65
H: -5.31 0.05 -5.64
H: -3.04 0.72 -5.00
H: 1.24 0.75 -6.09
H: 2.53 0.24 -8.13
H: 2.60 -2.08 -9.00
H: 1.36 -3.88 -7.82
H: 0.07 -3.37 -5.80
N: -2.40 -1.86 8.23
C: -3.21 -1.78 7.13
O: -4.42 -1.85 7.21
C: -2.53 -1.57 5.81
C: -3.25 -1.83 4.65
C: -2.66 -1.62 3.42
N: -1.43 -1.09 3.29
C: -0.72 -0.90 4.41
C: -1.23 -1.12 5.67
H: -2.86 -2.10 9.09
H: -1.44 -2.12 8.13
H: -4.25 -2.21 4.73
H: -3.16 -1.90 2.51
H: 0.30 -0.54 4.26
H: -0.61 -0.91 6.53
C: 1.74 -3.92 2.71
C: 0.52 -3.15 2.26
O: -0.59 -3.66 2.31
O: 0.76 -1.93 1.84
H: 1.44 -4.82 3.24
H: 2.36 -3.29 3.35
H: 2.33 -4.20 1.83

Mulliken population analysis, charges in e, atoms 1 to 99:
1 Ti -0.1551
2 I 0.0271
3 C -0.7963
4 C -0.2709
5 C -0.1520
6 I -0.0190
7 C 0.1681
8 O 0.8845
9 C 0.3155
10 C -0.6077
11 N 0.2752
12 C -1.1821
13 C 0.8037
14 C -1.0128
15 C -0.4052
16 C -0.9093
17 C -0.1426
18 N 0.2375
19 C -0.4743
20 H 0.4570
21 H 0.5200
22 H -0.6290
23 H 0.0586
24 H 0.4433
25 H 0.2854
26 H 0.4398
27 H 0.4060
28 H 0.4153
29 H 0.3281
30 H 0.4389
31 N -0.4696
32 C 0.0978
33 C -1.0323
34 C -0.6590
35 N -0.0511
36 H 0.4228
37 H 0.2287
38 H 0.3274
39 H -0.4004
40 H 0.3834
41 H 0.4449
42 H 0.2987
43 H 0.4364
44 H -0.3536
45 H 0.2732
46 O -0.4901
47 C 0.7662
48 O 0.2140
49 C -1.2087
50 C -1.2323
51 Ge 2.1812
52 C 1.3466
53 C -0.5996
54 C -0.6656
55 C -0.5676
56 C -0.8391
57 C -0.5166
58 C 0.5949
59 C -0.4854
60 C -0.7383
61 C -0.4661
62 C -0.8168
63 C -0.2661
64 C 0.1297
65 C -0.1666
66 C -0.7069
67 C -0.4313
68 C -0.7299
69 C -0.3644
70 H 0.3773
71 H 0.3106
72 H 0.6458
73 H 0.2411
74 H -0.2648
75 H 0.3322
76 H 0.4014
77 H 0.4392
78 H 0.3435
79 H 0.2536
80 H 0.4013
81 H 0.3799
82 H 0.4084
83 H 0.3421
84 H 0.2617
85 H 0.3875
86 H 0.3697
87 H 0.3874
88 H 0.2005
89 N -0.3529
90 C 0.1657
91 O -0.6084
92 C 0.9476
93 C -0.9466
94 C -0.5837
95 N 0.9643
96 C -0.8369
97 C -0.7982
98 H 0.2571
99 H 0.1824